[1]
Computed, not measured: a 2-piece molecular cluster, FHO3 overall, with ωB97M-V with the def2-TZVPD basis set.

```
5
Properties=species:S:1:pos:R:3:forces:R:3:nbo_charge:R:1
O 0.80850 -0.56019 0.80158 -2.678 -3.351 0.388 -0.26
O 0.58218 0.68608 0.74893 -0.337 1.423 -0.137 -0.11
O -0.11759 0.93888 -1.27490 0.129 0.181 0.067 0.06
F -1.11364 0.03377 -1.14197 -0.216 -0.164 -0.096 -0.13
H -0.15945 -1.09854 0.86637 3.101 1.912 -0.223 0.44
```
Forces are in eV/Å.

As for the net charge: 0. Its orbital gap (spin up / spin down) is 10.01 / 9.36 eV. The max |F| comes out at 4.31 eV Å⁻¹. The value obtained for the energy is -325.83357 hartree. The calculation puts the HOMO energy (spin up / spin down) at -10.9 / -11.2 eV. The energy above the lowest of the compared OMol25 structures with the same formula, charge and spin is 24.29 kcal/mol.

---

[2]
Computed, not measured: FI2PS as an isolated structure, with ωB97M-V with the def2-TZVPD basis set.

```
5
Properties=species:S:1:pos:R:3:forces:R:3:nbo_charge:R:1
F 0.32748 -1.09352 -0.23246 -0.011 0.164 -0.544 -0.49
P -0.40080 0.94323 1.32675 -0.047 0.621 0.095 0.24
S -0.03882 0.46449 -0.62995 0.110 -0.741 0.226 0.38
I -0.89013 3.22414 0.62842 -0.011 -0.076 0.078 -0.08
I 2.07438 0.37009 -3.40682 -0.043 0.032 0.146 -0.05
```
Forces are in eV/Å.

As for the net charge: 0. Its orbital gap (spin up / spin down) is 5.14 / 8.29 eV. The max |F| comes out at 0.78 eV Å⁻¹. The value obtained for the energy is -1434.74239 hartree. The calculation puts the HOMO energy (spin up / spin down) at -8.3 / -10.0 eV. The energy above the lowest of the compared OMol25 structures with the same formula, charge and spin is 84.48 kcal/mol.

---

[3]
Computed, not measured: FLi as an isolated structure, with ωB97M-V with the def2-TZVPD basis set.

```
2
Properties=species:S:1:pos:R:3:forces:R:3:nbo_charge:R:1
Li -0.53670 0.00657 0.47229 -2.402 0.023 2.110 0.96
F 0.53670 -0.00657 -0.47229 2.402 -0.023 -2.110 -0.96
```
Forces are in eV/Å.

As for the net charge: 0. Its orbital gap is 10.41 eV. The max |F| comes out at 3.20 eV Å⁻¹. The value obtained for the energy is -107.43008 hartree. The calculation puts the HOMO energy at -10.9 eV. The energy above the lowest of the compared OMol25 structures with the same formula, charge and spin is 4.72 kcal/mol.

---

[4]
Computed, not measured: a 2-piece molecular cluster, FN2O2 overall, with ωB97M-V with the def2-TZVPD basis set.

```
5
Properties=species:S:1:pos:R:3:forces:R:3:nbo_charge:R:1
N -0.07683 -0.56952 -0.64190 -2.484 -0.622 -1.079 0.12
N 0.44457 0.19122 0.18595 1.435 -0.341 0.267 0.47
O 0.02580 0.81776 1.13049 0.063 0.422 0.059 -0.44
O 1.71659 0.05064 -0.18622 -1.160 0.487 0.649 -0.51
F -2.11014 -0.49009 -0.48833 2.146 0.053 0.103 -0.64
```
Forces are in eV/Å.

As for the net charge: -1. Its orbital gap (spin up / spin down) is 9.27 / 9.27 eV. The max |F| comes out at 2.78 eV Å⁻¹. The value obtained for the energy is -359.69006 hartree. The calculation puts the HOMO energy (spin up / spin down) at -5.5 / -5.5 eV. The energy above the lowest of the compared OMol25 structures with the same formula, charge and spin is 33.03 kcal/mol.

---

[5]
Computed, not measured: FSn as an isolated structure, with ωB97M-V with the def2-TZVPD basis set.

```
2
Properties=species:S:1:pos:R:3:forces:R:3:nbo_charge:R:1
Sn -1.81180 -0.32267 1.78473 0.488 0.088 -0.481 1.37
F 1.81180 0.32267 -1.78473 -0.488 -0.088 0.481 -0.37
```
Forces are in eV/Å.

As for the net charge: +1. Its orbital gap is 3.11 eV. The max |F| comes out at 0.69 eV Å⁻¹. The value obtained for the energy is -313.58022 hartree. The calculation puts the HOMO energy at -12.9 eV. The energy above the lowest of the compared OMol25 structures with the same formula, charge and spin is 109.36 kcal/mol.

---

[6]
Computed, not measured: Fe2O12P3 as an isolated structure, with ωB97M-V with the def2-TZVPD basis set.

```
17
Properties=species:S:1:pos:R:3:forces:R:3:nbo_charge:R:1
Fe -0.47930 0.51000 -0.19150 -4.622 0.649 -5.637 1.73
Fe 0.62692 -1.18801 1.83557 -2.398 -6.923 2.243 1.30
P 1.58848 0.88901 2.11315 7.087 7.221 5.973 1.51
O 1.16210 0.29052 0.74366 3.945 -0.095 -9.209 -0.55
O 1.09928 0.01186 3.30655 -6.484 1.692 11.450 -0.93
O 2.32893 -0.43260 2.39221 12.228 -4.615 -3.134 -0.91
O 0.13890 0.61491 1.60199 -9.557 5.522 0.268 -0.58
P -1.07418 2.05887 -2.24346 -0.838 0.080 -4.221 2.50
O -1.88207 1.12813 -1.27366 -4.199 -0.566 1.037 -1.16
O -1.62892 3.49728 -2.50152 0.745 -1.931 0.953 -1.24
O -0.74104 1.23785 -3.52329 -0.659 1.619 0.961 -1.24
O 0.10735 1.90192 -1.27270 4.957 2.473 1.230 -1.19
P -0.19887 -2.27355 -0.35045 -2.976 -0.316 0.103 2.53
O -0.92551 -3.59465 -0.44055 0.503 0.727 -1.423 -1.17
O -0.88160 -1.23014 0.55644 -5.565 -0.651 9.029 -1.26
O -0.28552 -1.02579 -1.23810 3.631 -2.120 -8.713 -1.11
O 1.04512 -2.39558 0.48565 4.202 -2.765 -0.909 -1.23
```
Forces are in eV/Å.

As for the net charge: -3. Its orbital gap (spin up / spin down) is 5.14 / 5.12 eV. The max |F| comes out at 13.44 eV Å⁻¹. The value obtained for the energy is -4454.07532 hartree. The calculation puts the HOMO energy (spin up / spin down) at 2.3 / 2.3 eV. The spin multiplicity is 11.

---

[7]
Computed, not measured: H10IO5 as an isolated structure, with ωB97M-V with the def2-TZVPD basis set.

```
16
Properties=species:S:1:pos:R:3:forces:R:3:nbo_charge:R:1
I -0.77221 -0.02424 0.38661 -7.388 3.354 -0.673 -0.22
O 1.77651 -0.68343 0.19965 4.260 -0.454 0.601 -0.99
H 0.82170 -0.61962 0.17721 2.029 -0.911 -0.170 0.36
H 2.00067 -1.20121 -0.57358 -0.023 -0.103 -0.096 0.47
O -0.05201 2.13044 1.48631 1.816 4.836 3.380 -0.96
H -0.84797 2.47793 1.88873 -0.171 0.201 0.141 0.45
H -0.29852 1.25698 1.18212 1.090 2.456 2.840 0.31
O -1.40411 -2.41577 0.63861 -1.555 -6.049 0.334 -0.97
H -0.73032 -2.73569 1.23851 0.191 -0.203 0.164 0.45
H -1.25206 -1.47208 0.58816 -1.857 -4.166 1.041 0.30
O 0.30429 -1.31091 -1.71734 1.171 -1.753 -3.201 -0.98
H -0.37991 -1.21206 -1.05527 -0.387 -0.794 -0.866 0.43
H 0.39005 -0.44024 -2.10568 -0.132 0.273 -0.063 0.46
O -0.12873 2.26885 -0.98190 0.312 1.798 -2.797 -0.98
H 0.81727 2.28705 -1.12677 0.265 0.128 0.093 0.45
H -0.24465 1.69400 -0.22536 0.378 1.386 -0.728 0.42
```
Forces are in eV/Å.

As for the net charge: -1. Its orbital gap is 7.57 eV. The max |F| comes out at 8.14 eV Å⁻¹. The value obtained for the energy is -679.64652 hartree. The calculation puts the HOMO energy at -4.2 eV. The energy above the lowest of the compared OMol25 structures with the same formula, charge and spin is 235.36 kcal/mol.

---

[8]
Computed, not measured: a 6-piece molecular cluster, H10IO5 overall, with ωB97M-V with the def2-TZVPD basis set.

```
16
Properties=species:S:1:pos:R:3:forces:R:3:nbo_charge:R:1
I -8.59912 9.00616 -6.84574 0.153 -0.083 -0.140 -0.95
O -12.09626 7.93630 -6.32950 0.189 0.027 -0.159 -0.97
H -12.49932 8.31766 -7.11608 0.033 0.000 0.051 0.46
H -11.14827 8.15073 -6.43411 -0.211 -0.014 0.145 0.50
O -8.34323 11.65407 -9.51280 0.160 -0.213 0.016 -0.96
H -8.34294 10.93767 -8.85012 -0.186 0.153 -0.071 0.49
H -7.41431 11.76910 -9.73514 -0.047 0.009 0.056 0.45
O -10.10775 8.11234 -10.08932 -0.009 -0.068 0.152 -0.96
H -10.17232 8.24913 -9.12944 0.071 0.009 -0.145 0.49
H -9.15866 8.20043 -10.22850 -0.046 0.055 -0.005 0.47
O -7.24314 12.38848 -6.26668 0.346 0.123 -0.205 -0.94
H -6.46194 12.61001 -5.75015 -0.062 -0.121 -0.005 0.45
H -7.02076 11.56424 -6.72907 -0.335 0.069 0.290 0.48
O -7.91784 10.13409 -3.41960 0.196 -0.278 0.109 -0.95
H -7.75794 9.45499 -4.10007 -0.220 0.401 0.012 0.49
H -7.07664 10.25103 -2.96720 -0.032 -0.070 -0.099 0.45
```
Forces are in eV/Å.

As for the net charge: -1. Its orbital gap is 7.86 eV. The max |F| comes out at 0.46 eV Å⁻¹. The value obtained for the energy is -680.00188 hartree. The calculation puts the HOMO energy at -4.7 eV. The energy above the lowest of the compared OMol25 structures with the same formula, charge and spin is 12.38 kcal/mol.